{"formula": "C7H11N2O3", "method": "the ωB97M-V functional and the def2-TZVPD basis", "species": ["C", "C", "C", "C", "C", "C", "C", "N", "N", "O", "O", "O", "H", "H", "H", "H", "H", "H", "H", "H", "H", "H", "H"], "positions_angstrom": [[1.57, -1.14, -0.83], [1.67, -0.25, -1.82], [0.58, -1.06, 0.23], [-0.35, -0.05, 0.13], [0.68, 0.82, -2.00], [-0.15, 1.13, -0.75], [-1.57, 0.12, 1.10], [0.56, 2.26, -0.06], [-1.84, -1.09, 1.96], [0.49, 2.41, 1.14], [1.19, 2.95, -0.79], [0.42, -2.21, 1.04], [2.40, -1.77, -0.82], [2.32, -0.37, -2.59], [1.24, 1.72, -2.27], [0.03, 0.40, -2.79], [-1.17, 1.41, -1.06], [-2.38, 0.49, 0.55], [-1.27, 0.86, 1.78], [-2.67, -1.57, 1.56], [-2.06, -0.89, 2.97], [-0.89, -1.58, 1.97], [1.22, -2.59, 1.38]], "mulliken_charge": [-0.49, -0.78, 1.43, -0.45, -0.95, -0.08, -1.25, 1.17, -0.21, -0.63, -0.63, -0.63, 0.37, 0.56, 0.48, 0.35, 0.32, 0.48, 0.46, 0.37, 0.40, 0.35, 0.35], "smiles": "[NH3+]CC1=C(O)C=CC[C@@H]1[N+](=O)[O-]", "orbital_gap_ev": 8.999, "energy_ha": -608.1595, "de_lowest_kcal_mol": 92.29, "total_charge": 1, "fmax_ev_per_a": 3.7}


{"formula": "C7H11N2O3", "method": "the ωB97M-V functional and the def2-TZVPD basis", "species": ["C", "C", "C", "C", "C", "C", "C", "N", "N", "O", "O", "O", "H", "H", "H", "H", "H", "H", "H", "H", "H", "H", "H"], "positions_angstrom": [[-0.58, 0.00, -0.13], [0.79, -0.03, 0.21], [-1.45, 1.08, 0.20], [-3.12, 0.59, -0.14], [3.59, 0.38, 0.28], [1.68, -1.24, 0.14], [2.99, -0.78, -0.49], [-3.95, 1.53, -0.24], [-3.64, -0.77, -0.08], [-2.85, -1.61, 0.28], [-1.38, 2.18, 0.56], [-4.83, -0.79, -0.13], [-0.95, -0.89, -0.63], [1.26, 0.79, 0.69], [3.20, 1.34, -0.16], [3.25, 0.19, 1.22], [4.75, 0.20, 0.22], [1.32, -2.09, -0.39], [1.88, -1.55, 1.14], [2.97, -0.64, -1.58], [3.68, -1.53, -0.52], [-3.71, 2.50, 0.09], [-4.91, 1.17, -0.53]], "mulliken_charge": [-0.83, 0.11, 0.96, -0.11, -1.00, -0.82, -0.62, -0.29, 1.04, -0.55, -0.26, -0.63, 0.39, 0.54, 0.26, 0.35, 0.31, 0.38, 0.34, 0.37, 0.46, 0.29, 0.32], "orbital_gap_ev": [6.868, 5.555], "energy_ha": -607.9786, "de_lowest_kcal_mol": 92.38, "spin_multiplicity": 3, "total_charge": 1, "fmax_ev_per_a": 4.9}